Entry 1:
C34H90BClGaN6O16P2S as an isolated structure, computed with ωB97M-V/def2-TZVPD.

Its multiplicity is 1. Its total charge is -1. The calculation puts the orbital gap at 6.63 eV. The HOMO energy is -0.1797 Eh.

Cartesian coordinates (Å):
C 1.953 -3.691 7.902
O 2.325 -4.991 7.462
B 1.888 -5.319 6.180
O 1.233 -6.538 6.066
Ga 2.179 -4.041 4.508
C 0.883 -2.487 4.376
C -0.613 -2.767 4.231
C -1.172 -2.311 2.892
Cl -1.080 -4.483 4.533
P 4.332 -3.014 4.812
N 5.570 -3.727 4.152
O 4.261 -1.416 4.454
O 4.668 -2.819 6.400
P 2.454 -5.219 2.454
O 2.879 -6.743 2.802
O 3.804 -4.730 1.668
S 0.947 -5.195 1.208
H 2.215 -3.609 8.956
H 2.498 -2.914 7.362
H 0.885 -3.504 7.779
H 0.380 -6.471 6.499
H 1.215 -1.920 3.503
H 1.055 -1.840 5.237
H -1.131 -2.207 5.011
H -2.260 -2.350 2.886
H -0.867 -1.271 2.769
H -0.755 -2.921 2.092
H 5.271 -4.547 3.638
H 4.706 -0.926 5.152
H 5.224 -3.585 6.617
H 3.337 -7.129 2.046
H 4.110 -3.883 2.017
C 0.355 0.108 -2.949
O -0.586 1.166 -2.985
C -1.659 0.959 -3.891
C -2.967 0.784 -3.152
N -2.979 -0.473 -2.424
C -4.106 -0.656 -1.518
C -4.190 0.255 -0.300
O -3.125 0.037 0.600
C -1.949 0.787 0.371
H 1.179 0.430 -2.314
H -0.071 -0.809 -2.527
H 0.743 -0.111 -3.948
H -1.463 0.095 -4.535
H -1.729 1.846 -4.529
H -3.790 0.785 -3.876
H -3.100 1.654 -2.490
H -2.125 -0.551 -1.886
H -4.048 -1.681 -1.142
H -5.037 -0.580 -2.091
H -5.107 -0.004 0.237
H -4.268 1.320 -0.560
H -2.164 1.769 -0.061
H -1.255 0.249 -0.280
H -1.452 0.928 1.331
C 0.850 -6.377 -2.925
O -0.188 -6.802 -3.796
C -1.474 -6.817 -3.190
C -2.377 -5.773 -3.808
N -1.920 -4.436 -3.465
C -2.610 -3.338 -4.133
C -2.476 -3.212 -5.644
O -1.166 -2.888 -6.080
C -0.304 -3.990 -6.290
H 1.791 -6.517 -3.455
H 0.753 -5.322 -2.652
H 0.870 -6.972 -2.009
H -1.393 -6.662 -2.111
H -1.910 -7.807 -3.360
H -3.392 -5.912 -3.424
H -2.400 -5.947 -4.895
H -0.930 -4.375 -3.665
H -2.246 -2.416 -3.686
H -3.675 -3.398 -3.882
H -3.107 -2.374 -5.958
H -2.844 -4.098 -6.177
H -0.856 -4.876 -6.616
H 0.269 -4.241 -5.393
H 0.403 -3.710 -7.072
C -3.630 4.568 -6.611
O -4.377 5.575 -5.957
C -5.428 6.132 -6.739
C -6.774 5.770 -6.154
N -7.041 4.348 -6.307
C -8.213 3.865 -5.585
C -8.182 3.930 -4.063
O -7.216 3.082 -3.476
C -5.926 3.648 -3.325
H -2.792 4.316 -5.963
H -4.221 3.662 -6.784
H -3.238 4.924 -7.569
H -5.353 5.805 -7.780
H -5.316 7.221 -6.715
H -7.555 6.336 -6.671
H -6.769 6.089 -5.102
H -6.233 3.830 -5.986
H -8.360 2.820 -5.868
H -9.092 4.414 -5.939
H -9.153 3.580 -3.700
H -8.059 4.955 -3.693
H -5.976 4.725 -3.148
H -5.295 3.449 -4.196
H -5.455 3.177 -2.462
C 8.453 -4.862 12.258
O 9.032 -3.878 11.426
C 10.253 -4.270 10.813
C 10.093 -4.405 9.315
N 9.257 -5.547 8.979
C 8.894 -5.637 7.565
C 8.016 -4.542 6.975
O 6.700 -4.523 7.493
C 6.523 -3.796 8.701
H 7.597 -4.404 12.750
H 8.106 -5.730 11.688
H 9.159 -5.200 13.023
H 10.621 -5.206 11.245
H 10.990 -3.487 11.021
H 11.081 -4.547 8.866
H 9.686 -3.456 8.938
H 8.409 -5.503 9.527
H 8.373 -6.587 7.425
H 9.816 -5.693 6.978
H 7.902 -4.745 5.907
H 8.470 -3.547 7.056
H 7.235 -2.970 8.778
H 6.621 -4.444 9.578
H 5.513 -3.387 8.704
C -1.053 10.817 -1.354
O -0.177 10.543 -2.427
C 0.227 9.181 -2.522
C -0.327 8.539 -3.773
N -1.772 8.385 -3.687
C -2.414 7.952 -4.925
C -2.361 8.894 -6.120
O -3.096 10.092 -5.947
C -2.395 11.156 -5.335
H -1.194 11.896 -1.318
H -2.030 10.340 -1.488
H -0.629 10.487 -0.401
H -0.082 8.623 -1.634
H 1.319 9.164 -2.570
H 0.127 7.552 -3.895
H -0.018 9.160 -4.627
H -2.177 9.267 -3.402
H -3.463 7.760 -4.700
H -1.983 6.992 -5.223
H -2.832 8.375 -6.961
H -1.333 9.121 -6.428
H -1.328 11.125 -5.572
H -2.518 11.159 -4.248
H -2.811 12.088 -5.721

=====

Entry 2:
A 11-piece molecular cluster, C34H90O11 overall, computed with ωB97M-V/def2-TZVPD.

Its multiplicity is 1. The relative energy (zero: lowest compared OMol25 entry of this formula, charge and spin) comes out at 242.4 kJ/mol. The calculation puts the orbital gap at 9.57 eV. Its SMILES is CCOCC.CCOCC.CCOCC.CCOCC.CCOCC.CCOCC.CCO.CCO.CCO.CCO.CCO. The HOMO energy is -0.3487 Eh.

Cartesian coordinates (Å):
C -1.719 4.340 -1.391
C -1.262 3.143 -2.196
O -0.962 3.513 -3.603
C -0.800 2.331 -4.277
C -0.405 2.807 -5.693
H -2.788 4.523 -1.282
H -1.459 4.179 -0.344
H -1.275 5.305 -1.634
H -0.407 2.702 -1.684
H -2.005 2.356 -2.070
H -0.128 1.609 -3.813
H -1.732 1.766 -4.281
H -0.124 1.894 -6.218
H 0.453 3.462 -5.848
H -1.278 3.286 -6.135
C -0.671 -1.199 7.192
C -0.610 -0.637 5.827
O 0.659 -1.087 5.327
C 0.935 -0.692 3.953
C 1.893 0.477 3.853
H -0.272 -0.514 7.941
H -1.726 -1.216 7.466
H -0.254 -2.196 7.334
H -1.400 -1.154 5.282
H -0.794 0.438 5.820
H 1.205 -1.536 3.317
H -0.019 -0.280 3.625
H 1.558 1.331 4.442
H 1.860 0.771 2.804
H 2.945 0.221 3.979
C 0.922 -4.956 -3.488
C 1.412 -3.950 -2.443
O 2.234 -4.645 -1.624
C 2.797 -3.853 -0.600
C 3.653 -4.770 0.243
H 0.311 -4.490 -4.261
H 1.771 -5.261 -4.099
H 0.382 -5.806 -3.069
H 1.970 -3.152 -2.934
H 0.522 -3.517 -1.988
H 3.396 -3.071 -1.065
H 2.037 -3.401 0.038
H 3.040 -5.522 0.740
H 4.141 -4.222 1.049
H 4.464 -5.132 -0.387
C -4.793 -1.883 1.289
C -3.716 -1.705 0.309
O -3.109 -3.000 0.124
C -3.370 -3.615 -1.145
C -2.579 -4.927 -1.387
H -4.507 -2.538 2.113
H -5.178 -0.961 1.724
H -5.670 -2.295 0.789
H -4.180 -1.297 -0.589
H -3.032 -1.012 0.798
H -4.428 -3.838 -1.276
H -3.048 -3.026 -2.004
H -1.507 -4.727 -1.382
H -2.866 -5.400 -2.326
H -2.651 -5.672 -0.595
C 6.369 4.543 0.854
C 4.853 4.177 0.851
O 3.927 5.251 0.634
C 2.637 4.828 0.332
C 1.628 6.008 0.355
H 7.090 3.727 0.841
H 6.623 5.202 0.023
H 6.425 5.188 1.731
H 4.818 3.298 0.208
H 4.577 3.800 1.836
H 2.520 4.328 -0.630
H 2.342 4.053 1.039
H 0.587 5.718 0.209
H 1.883 6.722 -0.429
H 1.774 6.602 1.257
C -3.684 -0.771 -5.290
C -2.576 -1.494 -4.619
O -1.431 -0.944 -5.216
C -0.290 -1.638 -4.979
C 0.920 -0.852 -5.446
H -4.575 -0.724 -4.664
H -3.399 0.278 -5.371
H -4.055 -1.101 -6.260
H -2.493 -1.181 -3.578
H -2.603 -2.572 -4.781
H -0.056 -1.844 -3.934
H -0.251 -2.553 -5.569
H 1.111 -0.110 -4.671
H 0.684 -0.279 -6.343
H 1.752 -1.523 -5.659
C 1.321 4.582 3.950
C -0.045 4.236 3.424
O 0.015 3.519 2.238
H 2.110 3.834 4.028
H 1.249 5.013 4.948
H 1.647 5.357 3.257
H -0.537 5.204 3.327
H -0.536 3.599 4.159
H -0.836 3.102 2.083
C 3.213 1.218 -2.482
C 3.117 -0.293 -2.031
O 3.079 -0.349 -0.623
H 2.242 1.649 -2.238
H 3.462 1.193 -3.542
H 4.026 1.710 -1.948
H 3.984 -0.899 -2.295
H 2.235 -0.767 -2.462
H 2.222 0.025 -0.404
C -0.552 -0.690 -0.546
C -0.482 0.637 0.147
O 0.897 1.023 0.151
H -1.582 -1.026 -0.670
H -0.016 -1.429 0.050
H -0.034 -0.695 -1.505
H -0.859 0.518 1.163
H -1.113 1.370 -0.354
H 0.995 1.919 0.483
C -3.056 0.115 3.473
C -2.590 1.507 3.501
O -2.573 2.193 2.236
H -2.391 -0.606 2.999
H -4.033 0.131 2.989
H -3.267 -0.234 4.484
H -1.597 1.549 3.949
H -3.106 2.302 4.039
H -3.396 1.967 1.797
C -0.384 -4.253 3.688
C -0.949 -3.965 2.249
O -2.354 -4.259 2.171
H -0.926 -3.635 4.403
H 0.685 -4.058 3.776
H -0.399 -5.308 3.964
H -0.331 -4.579 1.594
H -0.793 -2.902 2.063
H -2.710 -3.959 1.332

=====

Entry 3:
C34H91N7O9Pd as an isolated structure, computed with ωB97M-V/def2-TZVPD.

Its multiplicity is 3. Its expectation value of S² is 2.01. The calculation puts the orbital gap (alpha / beta) at 7.17 / 5.59 eV. The HOMO energy (alpha / beta) is -0.2676 / -0.2675 Eh.

Cartesian coordinates (Å):
Pd -1.697 -2.468 -5.670
C 0.990 -6.768 -2.342
C 0.751 -7.188 -3.802
C 0.038 -8.482 -3.950
O 0.431 -6.033 -4.591
H -0.020 -6.643 -1.953
H 1.504 -5.844 -2.078
H 1.385 -7.528 -1.668
H 1.762 -7.492 -4.072
H -0.928 -8.421 -3.449
H 0.587 -9.342 -3.567
H -0.098 -8.643 -5.019
C 1.078 1.226 -0.352
C -0.041 0.242 -0.754
C -1.223 0.699 0.022
O -0.320 0.035 -2.108
H 0.990 1.307 0.731
H 1.206 2.183 -0.858
H 2.063 0.791 -0.520
H 0.155 -0.711 -0.263
H -1.160 0.392 1.066
H -2.109 0.189 -0.354
H -1.352 1.780 0.061
C 7.299 -3.042 3.140
C 7.355 -1.707 4.006
C 8.089 -0.590 3.274
O 9.385 -0.902 2.949
C 10.008 0.111 2.316
N 5.943 -1.286 4.165
H 8.338 -3.240 2.878
H 6.669 -2.857 2.270
H 6.956 -3.948 3.639
H 7.847 -1.993 4.935
H 8.018 0.359 3.806
H 7.724 -0.512 2.250
H 10.165 0.956 2.987
H 9.509 0.453 1.409
H 11.024 -0.231 2.118
H 5.511 -1.910 4.831
H 5.476 -1.231 3.271
C 2.468 -4.576 10.140
C 2.782 -4.083 8.754
C 1.765 -4.600 7.694
O 1.880 -3.902 6.507
C 0.956 -4.352 5.524
N 2.759 -2.641 8.808
H 1.542 -4.149 10.525
H 3.126 -4.278 10.957
H 2.258 -5.644 10.191
H 3.796 -4.347 8.452
H 0.732 -4.558 8.040
H 2.075 -5.634 7.545
H -0.050 -4.510 5.912
H 1.299 -5.294 5.095
H 0.859 -3.634 4.710
H 2.289 -2.334 7.968
H 2.160 -2.360 9.570
C 0.376 9.011 1.655
C 1.688 8.415 2.126
C 1.616 6.964 2.648
O 0.482 6.807 3.492
C 0.200 5.502 4.027
N 2.499 8.332 0.945
H -0.014 9.248 2.645
H -0.387 8.367 1.216
H 0.417 9.870 0.985
H 2.174 9.078 2.842
H 2.454 6.677 3.282
H 1.700 6.283 1.801
H -0.623 5.417 4.736
H 0.978 5.250 4.748
H 0.184 4.781 3.210
H 1.838 7.724 0.484
H 2.474 9.250 0.524
C -9.313 1.167 0.399
C -9.799 2.390 -0.412
C -9.195 3.829 -0.007
O -9.687 4.189 1.304
C -9.361 5.503 1.648
N -9.511 2.171 -1.875
H -8.226 1.086 0.403
H -9.797 0.214 0.187
H -9.721 1.277 1.403
H -10.875 2.463 -0.254
H -9.478 4.616 -0.706
H -8.112 3.728 -0.076
H -9.825 6.224 0.975
H -8.276 5.583 1.701
H -9.819 5.736 2.609
H -8.541 2.446 -1.928
H -9.450 1.181 -2.064
C -4.105 5.919 -5.172
C -2.996 5.005 -4.625
C -2.141 5.941 -3.832
O -1.243 6.771 -4.565
C -0.381 6.180 -5.538
N -3.540 4.015 -3.665
H -4.734 5.533 -5.974
H -3.881 6.922 -5.536
H -4.753 6.201 -4.341
H -2.431 4.519 -5.420
H -1.556 5.408 -3.082
H -2.805 6.651 -3.339
H 0.606 6.642 -5.554
H -0.854 6.203 -6.519
H -0.281 5.149 -5.199
H -2.835 3.310 -3.503
H -3.615 4.455 -2.759
C -5.350 -6.200 -0.997
C -5.274 -5.556 -2.386
C -6.738 -5.117 -2.735
O -7.796 -6.101 -2.658
C -8.106 -6.797 -3.839
N -4.279 -4.538 -2.578
H -4.376 -6.553 -0.659
H -5.966 -7.099 -0.986
H -5.685 -5.615 -0.140
H -5.038 -6.332 -3.114
H -6.896 -4.502 -3.621
H -7.050 -4.422 -1.955
H -9.060 -7.324 -3.860
H -7.298 -7.521 -3.953
H -7.988 -6.226 -4.760
H -3.372 -4.984 -2.578
H -4.312 -4.058 -1.689
C 6.113 1.304 -4.807
C 6.192 -0.280 -4.890
C 6.790 -0.906 -3.572
O 8.191 -0.658 -3.590
C 8.902 -1.575 -2.756
N 4.845 -0.745 -5.074
H 5.249 1.646 -5.377
H 7.070 1.684 -5.166
H 5.867 1.756 -3.846
H 6.827 -0.677 -5.682
H 6.553 -1.969 -3.550
H 6.356 -0.665 -2.601
H 8.543 -1.833 -1.760
H 9.909 -1.182 -2.616
H 8.980 -2.533 -3.270
H 4.442 -0.220 -5.838
H 4.225 -0.618 -4.287

=====

Strongest force on any atom (computed, eV Å⁻¹): 0.98 4.36 3.32